*one*
7
Properties=species:S:1:pos:R:3 method="wB97M-V/def2-TZVPD" e_lumo_ha="-0.1281 / -0.1272" e_homo_ev="-8.4 / -8.6" total_charge=0 homo_lumo_gap_ev="4.9 / 5.1"
C -1.199 -0.459 -0.051
S -0.981 1.147 0.748
S 2.184 1.870 -0.167
I 3.584 -0.009 -0.148
H -2.083 -0.958 0.414
H -0.250 -0.940 0.388
H -1.254 -0.652 -1.185

=====

*two*
7
Properties=species:S:1:pos:R:3 method="wB97M-V/def2-TZVPD" e_lumo_ha=0.0002 e_homo_ev=-9.1 total_charge=0 smiles=SSCI homo_lumo_gap_ev=9.1
S 0.649 1.628 -1.247
S 1.118 -0.328 -0.536
C -0.170 -0.731 0.601
I -0.035 0.460 2.453
H -0.318 1.345 -2.187
H -1.146 -0.352 0.094
H -0.099 -2.021 0.823

=====

Q: Which of them is the most stable? A: *two*.

=====

*one*
12
Properties=species:S:1:pos:R:3 method="wB97M-V/def2-TZVPD" e_lumo_ha=-0.0035 e_homo_ev=-11.0 total_charge=0 homo_lumo_gap_ev=10.9
C -0.222 1.773 0.825
C -0.194 -1.088 0.887
C 0.575 0.136 -1.298
C -0.432 0.056 -0.158
N -0.309 2.662 1.535
Br 2.410 0.241 -0.560
Br -2.329 0.058 -0.670
H 0.575 -0.940 1.604
H -1.146 -1.388 1.459
H 0.293 -1.946 0.368
H 0.477 -0.537 -2.147
H 0.304 0.973 -1.845

=====

*two*
12
Properties=species:S:1:pos:R:3 method="wB97M-V/def2-TZVPD" e_lumo_ha=-0.0029 e_homo_ev=-9.8 total_charge=0 smiles="C=C(Br)/C(Br)=N/C" homo_lumo_gap_ev=9.7
C 0.597 -2.030 0.715
C 1.195 -1.021 0.157
Br 3.005 -0.938 -0.310
C 0.505 0.172 -0.047
Br 1.522 1.958 -0.087
N -0.700 0.238 -0.350
C -1.516 1.477 -0.439
H 1.026 -3.047 0.755
H -0.424 -1.978 0.863
H -1.148 2.068 -1.205
H -1.566 1.921 0.624
H -2.495 1.180 -0.678

=====

Q: Which of them is the most stable? A: *two*.

=====

*one*
28
Properties=species:S:1:pos:R:3 method="wB97M-V/def2-TZVPD" e_lumo_ha=-0.1127 e_homo_ev=-12.4 total_charge=+1 smiles="Cl[C@]1(N2CC[NH2+]CC2)CC=CC=N1" homo_lumo_gap_ev=9.3
Cl 0.399 0.351 2.091
C 0.835 0.106 0.187
N -0.383 -0.065 -0.591
C -1.038 1.247 -0.764
C -2.120 1.396 0.365
N -2.986 0.197 0.364
C -2.196 -0.945 0.759
C -1.199 -1.224 -0.404
C 1.830 -1.351 0.040
C 3.262 -1.001 -0.206
C 3.704 0.221 -0.440
C 2.801 1.355 -0.428
N 1.575 1.248 -0.180
H -1.312 1.443 -1.764
H -0.258 1.897 -0.618
H -1.432 1.375 1.211
H -2.643 2.310 0.164
H -3.730 0.351 1.026
H -3.101 0.132 -0.619
H -2.959 -1.813 0.895
H -1.621 -0.922 1.644
H -0.659 -2.130 -0.396
H -1.893 -1.257 -1.336
H 1.531 -1.936 -0.729
H 1.575 -1.800 1.070
H 3.991 -1.827 -0.089
H 4.776 0.347 -0.582
H 3.252 2.294 -0.672

=====

*two*
28
Properties=species:S:1:pos:R:3 method="wB97M-V/def2-TZVPD" e_lumo_ha=-0.1243 e_homo_ev=-11.2 total_charge=+1 smiles="Cl[C@@H]1C=CN=C(N2CC[NH2+]CC2)C1" homo_lumo_gap_ev=7.8
Cl -1.191 -3.318 -3.033
C -0.068 -3.238 -1.620
C -0.512 -3.879 -0.322
C -0.493 -3.174 0.814
N -0.053 -1.870 1.015
C 0.283 -1.219 -0.052
N 0.503 0.086 0.081
C 0.524 0.574 1.525
C -0.548 1.752 1.683
N -0.196 2.717 0.664
C -0.407 2.146 -0.776
C 0.728 1.058 -0.939
C 0.295 -1.741 -1.517
H 0.862 -3.895 -1.944
H -0.887 -4.830 -0.184
H -0.575 -3.754 1.779
H 1.451 1.018 1.963
H 0.351 -0.443 1.962
H -1.471 1.240 1.657
H -0.368 2.240 2.624
H -0.654 3.655 0.746
H 0.809 2.890 0.735
H -0.496 2.821 -1.529
H -1.362 1.588 -0.629
H 0.751 0.782 -1.977
H 1.731 1.440 -0.699
H 1.291 -1.388 -1.886
H -0.369 -1.049 -2.047

=====

Q: Which of them is the most stable? A: *two*.

=====

*one*
153
Properties=species:S:1:pos:R:3 method="wB97M-V/def2-TZVPD" e_lumo_ha=0.0688 e_homo_ev=-3.5 total_charge=-1 homo_lumo_gap_ev=5.4
C 0.333 7.129 1.011
C 0.525 5.928 1.034
Al 0.431 3.908 1.251
C 2.093 3.160 0.376
C 3.357 4.026 0.594
C 4.491 3.632 -0.419
C 5.793 3.228 0.310
C 5.648 1.766 0.848
C 6.489 0.752 0.039
C 5.633 -0.009 -0.996
C 5.542 0.724 -2.353
C 6.403 0.105 -3.493
C 5.583 -0.260 -4.754
C 6.007 0.545 -6.004
C 5.156 1.833 -6.155
N 4.141 1.715 -7.187
C 2.878 1.241 -7.018
C 2.249 1.254 -8.243
C 3.175 1.781 -9.193
C 4.336 2.041 -8.488
C 0.329 3.520 3.247
C 1.417 2.560 3.774
O 0.858 1.272 4.106
Si 1.606 -0.056 3.429
C 1.046 -1.573 4.421
C 1.121 -0.245 1.608
C 3.495 -0.025 3.522
P -1.444 3.145 0.027
C -2.723 4.516 0.039
C -2.300 1.741 0.933
C -2.076 0.398 0.187
H 0.118 8.158 1.181
H 2.326 2.121 0.642
H 1.889 3.156 -0.703
H 3.758 3.855 1.597
H 3.126 5.074 0.410
H 4.143 2.758 -0.969
H 4.684 4.465 -1.102
H 6.644 3.285 -0.376
H 6.005 3.889 1.152
H 4.596 1.489 0.803
H 5.947 1.758 1.899
H 7.354 1.223 -0.433
H 6.884 0.000 0.732
H 4.618 -0.136 -0.613
H 6.038 -1.019 -1.112
H 4.502 0.707 -2.689
H 5.805 1.771 -2.199
H 6.912 -0.772 -3.094
H 7.151 0.843 -3.791
H 4.515 -0.120 -4.580
H 5.715 -1.323 -4.976
H 5.909 -0.073 -6.899
H 7.064 0.810 -5.942
H 5.819 2.667 -6.382
H 4.632 2.043 -5.223
H 2.454 0.894 -6.090
H 1.244 0.943 -8.477
H 3.002 1.941 -10.244
H 5.247 2.453 -8.892
H 0.491 4.483 3.749
H -0.656 3.175 3.571
H 2.262 2.482 3.080
H 1.808 2.979 4.710
H 0.720 -1.302 5.426
H 0.305 -2.174 3.894
H 1.923 -2.213 4.541
H 0.495 0.606 1.339
H 0.601 -1.191 1.446
H 2.007 -0.246 0.969
H 3.942 0.957 3.377
H 3.807 -0.470 4.471
H 3.864 -0.695 2.737
H -3.570 4.145 -0.548
H -2.306 5.389 -0.460
H -3.086 4.760 1.038
H -1.976 1.672 1.973
H -3.370 1.967 0.899
H -1.932 -0.398 0.919
H -1.154 0.474 -0.393
H -2.890 0.174 -0.500
F 3.333 -3.781 3.687
C 4.289 -4.384 4.414
C 3.938 -5.423 5.254
C 4.929 -6.043 6.000
C 6.247 -5.616 5.905
C 6.575 -4.566 5.057
C 5.593 -3.945 4.300
H 2.904 -5.735 5.318
H 4.671 -6.862 6.658
H 7.016 -6.100 6.491
H 7.601 -4.228 4.984
H 5.827 -3.129 3.629
F -4.110 -1.579 2.041
C -3.649 -2.839 2.116
C -2.332 -3.046 2.474
C -1.857 -4.347 2.556
C -2.697 -5.417 2.273
C -4.017 -5.186 1.911
C -4.502 -3.888 1.835
H -1.693 -2.197 2.683
H -0.828 -4.524 2.840
H -2.322 -6.430 2.332
H -4.671 -6.015 1.686
H -5.531 -3.687 1.563
F 1.072 5.300 -2.069
C 1.768 5.588 -3.169
C 2.252 4.553 -3.949
C 2.967 4.857 -5.100
C 3.199 6.181 -5.450
C 2.709 7.205 -4.649
C 1.984 6.912 -3.503
H 2.063 3.530 -3.653
H 3.342 4.058 -5.726
H 3.760 6.413 -6.346
H 2.892 8.238 -4.919
H 1.586 7.693 -2.869
F -3.902 -7.258 -0.399
C -5.079 -7.421 -1.036
C -5.946 -6.351 -1.124
C -7.151 -6.522 -1.789
C -7.478 -7.753 -2.341
C -6.593 -8.818 -2.236
C -5.380 -8.653 -1.583
H -5.674 -5.403 -0.682
H -7.838 -5.690 -1.875
H -8.422 -7.881 -2.855
H -6.846 -9.779 -2.663
H -4.671 -9.466 -1.497
F -4.846 5.664 2.734
C -6.013 5.541 2.084
C -6.894 6.606 2.087
C -8.101 6.481 1.415
C -8.416 5.298 0.760
C -7.518 4.239 0.773
C -6.304 4.357 1.433
H -6.631 7.516 2.610
H -8.797 7.309 1.404
H -9.360 5.203 0.239
H -7.762 3.315 0.266
H -5.589 3.545 1.444
F -7.085 -6.223 1.334
C -8.298 -6.146 1.915
C -8.668 -7.116 2.825
C -9.917 -7.030 3.422
C -10.776 -5.988 3.098
C -10.384 -5.026 2.178
C -9.134 -5.099 1.581
H -7.985 -7.923 3.057
H -10.220 -7.779 4.142
H -11.751 -5.927 3.564
H -11.053 -4.215 1.922
H -8.805 -4.355 0.867

=====

*two*
153
Properties=species:S:1:pos:R:3 method="wB97M-V/def2-TZVPD" e_lumo_ha=0.0682 e_homo_ev=-3.7 total_charge=-1 homo_lumo_gap_ev=5.6
C 1.398 -1.120 7.269
C 1.279 -0.565 6.069
Al 1.449 -0.124 4.039
C 0.129 1.399 3.677
C 0.033 2.473 4.887
C -1.356 3.321 4.632
C -1.016 4.904 4.526
C -0.437 5.134 3.004
C -1.555 5.914 2.137
C -2.306 4.851 1.164
C -3.604 4.157 1.844
C -5.022 4.714 1.281
C -5.977 3.541 0.681
C -7.387 3.399 1.501
C -7.172 2.242 2.624
N -7.814 0.947 2.218
C -7.198 -0.116 1.440
C -8.252 -1.244 1.225
C -9.578 -0.798 1.978
C -9.190 0.626 2.560
C 3.420 0.373 3.691
C 3.602 1.844 3.008
O 4.058 1.686 1.627
Si 3.086 2.579 0.500
C 4.118 2.769 -1.146
C 1.424 1.658 0.145
C 2.633 4.359 1.051
P 0.728 -1.981 2.821
C 1.078 -3.555 3.873
C 1.742 -2.230 1.222
C 0.787 -1.869 -0.058
H 1.798 -1.582 8.250
H 0.294 1.957 2.685
H -0.924 0.905 3.597
H 0.905 3.226 4.845
H -0.093 1.958 5.905
H -1.779 2.994 3.616
H -2.102 3.120 5.490
H -1.962 5.534 4.704
H -0.223 5.259 5.276
H -0.179 4.123 2.531
H 0.549 5.740 3.092
H -2.281 6.547 2.772
H -1.011 6.658 1.430
H -1.591 3.984 0.861
H -2.554 5.409 0.183
H -3.584 3.022 1.609
H -3.530 4.267 2.984
H -4.781 5.519 0.483
H -5.590 5.198 2.172
H -5.438 2.517 0.641
H -6.241 3.805 -0.421
H -8.260 3.138 0.777
H -7.704 4.405 1.990
H -7.604 2.656 3.616
H -6.050 2.009 2.759
H -6.143 -0.154 1.008
H -8.157 -2.233 0.660
H -10.563 -1.369 2.061
H -9.913 1.263 3.172
H 3.929 0.438 4.739
H 4.003 -0.446 3.108
H 2.676 2.514 3.132
H 4.475 2.348 3.595
H 5.256 2.689 -0.956
H 3.744 2.072 -1.984
H 3.929 3.860 -1.538
H 1.418 0.737 0.841
H 1.358 1.389 -0.971
H 0.521 2.339 0.392
H 2.415 4.467 2.173
H 3.480 5.062 0.683
H 1.687 4.666 0.451
H 0.665 -4.437 3.239
H 0.485 -3.494 4.853
H 2.199 -3.743 4.047
H 2.719 -1.625 1.233
H 1.970 -3.359 1.154
H 1.433 -1.316 -0.834
H -0.020 -1.122 0.316
H 0.253 -2.797 -0.489
F 2.643 5.242 -2.610
C 3.041 6.486 -2.910
C 3.882 6.689 -3.995
C 4.292 7.981 -4.310
C 3.865 9.054 -3.530
C 3.026 8.838 -2.440
C 2.606 7.547 -2.131
H 4.210 5.840 -4.585
H 4.943 8.151 -5.161
H 4.189 10.061 -3.773
H 2.698 9.674 -1.831
H 1.946 7.362 -1.292
F 2.843 -2.836 -2.570
C 2.710 -2.098 -3.681
C 2.743 -0.715 -3.587
C 2.610 0.052 -4.741
C 2.434 -0.573 -5.974
C 2.397 -1.963 -6.056
C 2.541 -2.730 -4.904
H 2.873 -0.246 -2.618
H 2.642 1.135 -4.680
H 2.325 0.026 -6.873
H 2.256 -2.448 -7.015
H 2.524 -3.813 -4.950
F -1.858 -0.705 5.495
C -3.085 -0.407 5.931
C -4.015 0.120 5.047
C -5.295 0.425 5.501
C -5.627 0.210 6.837
C -4.684 -0.315 7.718
C -3.408 -0.631 7.262
H -3.735 0.288 4.013
H -6.032 0.831 4.816
H -6.624 0.453 7.192
H -4.944 -0.478 8.759
H -2.664 -1.049 7.930
F -0.011 -1.943 -7.952
C -0.357 -3.166 -8.383
C -0.127 -4.266 -7.570
C -0.492 -5.533 -8.014
C -1.072 -5.688 -9.272
C -1.294 -4.577 -10.082
C -0.940 -3.308 -9.633
H 0.333 -4.127 -6.599
H -0.323 -6.399 -7.383
H -1.352 -6.677 -9.619
H -1.743 -4.700 -11.063
H -1.114 -2.432 -10.247
F 4.195 -5.191 4.545
C 3.848 -6.412 4.117
C 4.082 -7.510 4.931
C 3.717 -8.779 4.489
C 3.131 -8.935 3.235
C 2.905 -7.826 2.424
C 3.260 -6.556 2.869
H 4.547 -7.370 5.900
H 3.889 -9.644 5.121
H 2.851 -9.926 2.889
H 2.452 -7.950 1.445
H 3.082 -5.681 2.255
F 2.375 -4.690 -7.816
C 3.237 -5.684 -8.078
C 4.116 -5.561 -9.143
C 5.014 -6.590 -9.411
C 5.013 -7.736 -8.618
C 4.122 -7.851 -7.554
C 3.232 -6.817 -7.279
H 4.096 -4.666 -9.754
H 5.711 -6.501 -10.237
H 5.711 -8.541 -8.830
H 4.121 -8.746 -6.940
H 2.538 -6.886 -6.449

=====

Q: Which of them is the most stable? A: *one*.